The following is a quantum chemistry calculation of 2 unconnected molecules or ions with the total composition C7H9NO in a non-equilibrium geometry, from the Open Molecules 2025 dataset.

Its energy is -402.00596 Eh. As for the spin multiplicity: 1. Its energy relative to the best compared isomer or geometry (same formula, charge and spin) is 3.6750 eV.

```
18
Properties=species:S:1:pos:R:3:forces:R:3:nbo_charge:R:1
C -1.732613 -0.707088 -0.961397 -0.4 0.5 0.1 -0.3656
C -2.594394 0.345822 -0.953888 0.5 -0.6 0.0 0.1305
C -1.115286 -0.648431 0.318336 -0.4 0.3 -0.4 0.1489
C 2.913985 -0.267022 -0.565251 -0.2 0.3 0.0 -0.2841
C 2.266356 0.666785 -0.190623 0.2 -0.3 0.0 0.0257
C -0.096374 -1.571822 0.873728 0.0 0.0 0.3 -0.6436
C 1.488855 1.784604 0.294149 -0.2 0.2 0.0 -0.7007
N -1.584833 0.368516 0.991992 0.7 -0.4 0.8 -0.1447
O -2.502011 0.990429 0.212931 -0.5 0.3 -0.5 -0.2682
H -1.546964 -1.420521 -1.736212 0.0 -0.1 -0.2 0.2354
H -3.299470 0.724607 -1.666681 -0.1 0.1 -0.1 0.2111
H 3.474775 -1.073914 -0.930084 0.3 -0.5 -0.2 0.2313
H 0.314165 -2.198446 0.087279 0.1 0.0 0.0 0.2241
H -0.550883 -2.203209 1.635005 0.0 -0.1 0.0 0.2311
H 0.708661 -1.008482 1.335580 0.1 -0.1 0.0 0.2424
H 0.492318 1.765295 -0.144833 0.0 0.1 0.0 0.2449
H 1.979407 2.718101 0.022729 -0.1 0.1 0.1 0.2380
H 1.384303 1.734778 1.377236 0.0 0.1 0.0 0.2436
```
Forces are in eV/Å.

***

The following is a quantum chemistry calculation of a molecular structure, C7H9NO in a non-equilibrium geometry, from the Open Molecules 2025 dataset.

Its energy is -401.89245 Eh. As for the spin multiplicity: 1. Its energy relative to the best compared isomer or geometry (same formula, charge and spin) is 6.7638 eV.

```
18
Properties=species:S:1:pos:R:3:forces:R:3:nbo_charge:R:1
C -1.340853 -0.099158 -0.463364 -3.3 0.1 2.9 -0.1093
C -1.477376 1.381898 0.282062 -0.5 -0.6 -2.7 -0.0509
C 0.791711 1.002147 -0.381592 -3.3 -1.4 1.8 0.2937
C 2.120030 0.979975 -0.111684 1.6 1.9 2.4 -0.3232
C 2.492784 -0.471399 0.088989 -0.3 -3.3 2.9 -0.4544
C 1.179432 -1.256142 -0.035747 -4.4 0.4 -3.7 -0.2031
C 0.082068 -0.337388 -0.381908 6.9 -0.4 1.0 -0.1258
H -3.104864 -0.973064 -0.119271 -3.4 0.7 -1.1 0.3377
H -1.969160 -2.043922 -0.234021 -0.7 2.2 1.9 0.3378
H -1.735594 -0.093907 -1.468058 0.3 0.7 -0.6 0.2038
H -2.473185 2.048139 -0.064708 3.1 -1.7 0.6 0.1980
H -1.510945 1.309453 1.388799 0.3 -0.2 -0.7 0.1952
H 2.692907 1.834388 0.655519 -1.7 -2.4 -3.1 0.2414
H 2.249826 -0.528683 1.399192 1.8 0.0 -3.2 0.2761
H 3.523508 -1.246011 -0.291001 -3.2 3.1 1.4 0.2682
H 0.948562 -2.369657 -0.343792 1.2 2.0 1.4 0.2324
N -2.253917 -1.093831 0.288134 5.2 -2.6 -1.3 -0.7891
O -0.214936 1.957156 -0.207549 0.4 1.3 0.3 -0.5287
```
Forces are in eV/Å.

***

The following is a quantum chemistry calculation of a single C7H9NO3 molecule in a non-equilibrium geometry, from the Open Molecules 2025 dataset.

Its energy is -552.52020 Eh. As for the spin multiplicity: 1. Its energy relative to the best compared isomer or geometry (same formula, charge and spin) is 2.3109 eV.

```
20
Properties=species:S:1:pos:R:3:forces:R:3:nbo_charge:R:1
C 0.427966 0.043484 -1.540958 0.6 -0.5 3.5 -0.5111
C -0.567760 1.071414 -1.353007 1.1 -2.2 0.7 0.5288
C 0.932628 -0.392947 -0.157980 0.4 0.8 -5.0 0.6879
C 0.867922 -0.656057 -2.712893 -0.5 -1.5 -1.6 0.3795
C -0.753138 1.224939 0.173121 1.2 2.5 0.8 -0.3210
C 0.678224 0.431376 2.113083 0.4 -3.1 -2.3 -0.4076
C -1.077053 -1.148256 0.874762 -0.6 3.1 -1.5 -0.3867
N -0.133856 0.086689 0.843846 1.0 -1.6 0.4 -0.2891
O 1.533063 -1.684720 -2.778211 0.4 0.5 1.0 -0.5713
O -1.138048 1.778345 -2.120909 -1.1 1.2 -1.2 -0.5735
O 1.954837 -0.940466 0.141834 -1.1 0.1 0.9 -0.5382
H 0.421080 -0.434875 -3.705716 -0.2 1.1 0.5 0.1320
H -0.063244 2.136950 0.375273 -1.3 -1.3 0.0 0.2330
H -1.734490 1.426334 0.618105 0.1 0.0 -0.6 0.2329
H -0.057240 0.697858 2.848853 0.3 0.5 0.6 0.2214
H 1.228396 -0.609238 2.265573 -1.0 2.5 0.4 0.2569
H 1.398087 1.159129 1.671744 -0.5 -0.2 1.3 0.2388
H -1.034116 -1.613215 1.782835 0.0 -1.0 2.4 0.2173
H -2.062110 -0.778618 0.567821 0.1 -0.1 0.7 0.2252
H -0.821149 -1.798124 0.092824 0.8 -1.0 -0.9 0.2447
```
Forces are in eV/Å.

***

The following is a quantum chemistry calculation of a molecular structure, C7H9NO3S in a non-equilibrium geometry, from the Open Molecules 2025 dataset.

Its energy is -950.66807 Eh. As for the spin multiplicity: 1. Its energy relative to the best compared isomer or geometry (same formula, charge and spin) is 3.4837 eV.

```
21
Properties=species:S:1:pos:R:3:forces:R:3:nbo_charge:R:1
C 2.886697 -1.657351 -0.016550 -2.6 1.9 -2.8 -0.3199
C 1.875936 -1.240525 0.863685 0.0 0.4 2.5 -0.2440
C 2.516577 -1.013243 -1.218020 3.1 -1.0 -0.1 0.1170
C 1.050527 -0.317183 0.269291 2.2 -1.0 -0.2 0.1647
C -1.719312 0.219969 -1.025685 -0.3 0.6 -1.1 -0.6877
C -0.144775 0.393710 0.670980 0.0 1.8 3.1 -0.4558
C -0.834282 1.303525 -0.425925 -1.4 0.3 2.4 -0.0852
N -1.826608 2.264593 0.155523 1.7 0.8 -0.6 -0.8139
O -2.693363 0.002908 1.325373 0.2 -1.0 0.1 -0.9614
O -1.601057 -2.102545 0.573927 0.3 1.6 -0.8 -0.8772
O 1.553527 -0.139425 -1.001320 -2.0 0.1 -0.3 -0.4053
S -1.688568 -0.653495 0.498072 -0.9 -0.3 2.7 2.1378
H 3.588372 -2.378752 0.229307 1.3 -1.1 -0.1 0.2320
H 1.957638 -1.516599 1.943046 -0.8 0.3 -1.1 0.2319
H 2.966708 -0.976199 -2.262906 -0.7 -0.1 1.8 0.2112
H -2.634845 0.721593 -1.349624 -0.3 -0.8 0.2 0.2761
H -1.344343 -0.437558 -1.763531 0.8 -0.3 -1.1 0.2488
H 0.067749 0.963021 1.907140 -1.1 -1.9 -3.9 0.2610
H -0.234275 1.955249 -0.995184 1.2 -0.2 -1.1 0.2417
H -2.413054 1.793776 0.784663 -1.4 -1.2 0.6 0.3820
H -1.329250 2.814523 0.837739 0.5 0.8 -0.2 0.3463
```
Forces are in eV/Å.

***

The following is a quantum chemistry calculation of a molecular structure, C7H9NO3S in a non-equilibrium geometry, from the Open Molecules 2025 dataset.

Its energy is -950.68538 Eh. As for the spin multiplicity: 1. Its energy relative to the best compared isomer or geometry (same formula, charge and spin) is 3.0128 eV.

```
21
Properties=species:S:1:pos:R:3:forces:R:3:nbo_charge:R:1
C -1.239293 2.539109 1.320512 0.0 0.5 1.1 -0.2231
C -1.144375 1.324541 1.983742 -1.5 -0.3 -0.8 -0.2094
C -0.588084 2.760778 0.140536 0.4 1.2 -0.6 -0.1950
C -0.362887 0.356407 1.420720 0.5 -2.0 -0.9 -0.2552
C 0.156458 1.723082 -0.503958 -1.5 2.1 0.5 -0.2927
C 0.228591 0.537019 0.150191 1.9 -2.7 -0.4 0.0553
C 1.164484 -1.022000 -0.718730 0.1 4.9 0.6 -0.3125
N 2.105949 -1.642589 0.114189 3.2 0.6 -1.6 -0.8461
O 0.119904 -2.698337 -2.323105 -0.9 0.4 -0.5 -0.8663
O -1.489926 -1.355609 -1.038241 -0.1 0.7 -0.8 -0.9165
O -0.219254 -3.125634 0.038527 0.6 1.0 -0.4 -0.9366
S -0.251258 -2.044019 -0.925136 -0.4 -2.3 1.3 2.3334
H -1.810634 3.264517 1.899850 0.0 0.4 -0.8 0.2135
H -2.016725 1.121579 2.628748 1.3 -0.2 0.6 0.2232
H -0.651515 3.797146 -0.298861 0.1 -1.4 0.2 0.2136
H -0.322224 -0.666874 1.832210 -0.1 0.6 0.0 0.2209
H 0.441316 2.049466 -1.489909 0.7 -0.8 -0.3 0.2236
H 1.619684 -0.496678 -1.671596 -1.4 -1.4 1.8 0.2592
H 1.624589 -2.373577 0.562328 0.2 -1.5 1.0 0.4015
H -0.501686 -2.177636 -2.861872 0.2 -0.5 -0.9 0.5030
H 3.136886 -1.870692 -0.260145 -3.6 0.7 1.0 0.4061
```
Forces are in eV/Å.

***

Which of these has the highest energy? number 2